Record 1
DFT (ωB97M-V/def2-TZVPD) results for 2 unconnected molecules or ions with the total composition C2 in a non-equilibrium geometry.

Properties
Total charge = -1
E_HOMO (alpha / beta) = -0.0608 / -0.0486 hartree
Strongest force on any atom = 7.18 eV/Å
Energy above the lowest of the compared OMol25 structures with the same formula, charge and spin = 663.5 kJ/mol
Energy = -2062.0937 eV
Spin multiplicity = 2
LUMO (alpha / beta) = 5.056 / 4.958 eV

CARTESIAN COORDINATES (ANGSTROEM)
C1 0.18 -1.03 -0.31
C2 -0.18 1.03 0.31

Record 2
DFT (ωB97M-V/def2-TZVPD) results for 2 unconnected molecules or ions with the total composition C2 in a non-equilibrium geometry.

Properties
E_HOMO = -0.3321 hartree
Strongest force on any atom = 6.44 eV/Å
Energy above the lowest of the compared OMol25 structures with the same formula, charge and spin = 397.5 kJ/mol
Energy = -2060.6119 eV
Spin multiplicity = 1
LUMO = -2.676 eV

CARTESIAN COORDINATES (ANGSTROEM)
C1 0.35 -0.24 -0.94
C2 -0.35 0.24 0.94

Record 3
DFT (ωB97M-V/def2-TZVPD) results for a molecular structure, C20H10Cl2CrN5O4.

Properties
Total charge = -1
E_HOMO (alpha / beta) = -0.0910 / -0.1845 hartree
Strongest force on any atom = 0.73 eV/Å
Energy = -90014.3845 eV
Spin multiplicity = 5
LUMO (alpha / beta) = 2.253 / 2.029 eV

CARTESIAN COORDINATES (ANGSTROEM)
Cr1 -0.71 -0.80 0.11
Cl1 -3.26 4.67 3.38
Cl2 -2.46 2.70 5.75
O1 -0.63 -5.13 -0.28
O2 0.95 -0.67 3.85
O3 -1.46 3.06 -1.07
O4 -4.02 -0.54 -0.10
N1 -0.51 -0.39 2.07
N2 -1.27 1.10 0.19
N3 1.30 -1.04 0.38
N4 -0.71 -2.76 -0.05
N5 -0.63 -0.35 -1.87
C1 -1.49 1.09 3.82
C2 -0.58 0.66 -4.50
C3 3.41 -1.90 -0.30
C4 2.17 -1.34 -0.58
C5 2.84 -1.83 2.02
C6 -1.57 1.61 1.45
C7 1.62 -1.27 1.66
C8 -2.20 2.82 1.73
C9 -0.91 1.00 -2.13
C10 -0.38 -1.16 -2.93
C11 3.74 -2.15 1.02
C12 -2.47 3.15 3.06
C13 -0.34 -0.73 -4.22
C14 -0.87 1.49 -3.44
C15 0.62 -0.77 2.68
C16 -2.93 -0.83 0.00
C17 -1.22 0.74 2.51
C18 -1.23 1.85 -0.99
C19 -2.12 2.30 4.09
C20 -0.67 -3.94 -0.16
H1 -2.45 3.50 0.94
H2 3.04 -1.98 3.07
H3 -0.22 -2.21 -2.69
H4 -1.19 0.43 4.62
H5 1.86 -1.13 -1.60
H6 4.70 -2.59 1.27
H7 4.08 -2.12 -1.11
H8 -0.56 1.04 -5.51
H9 -0.13 -1.43 -5.01
H10 -1.08 2.54 -3.57

> The highest spin multiplicity belongs to which entry?

C20H10Cl2CrN5O4

> The lowest strongest force on any atom belongs to which entry?

C20H10Cl2CrN5O4

> What is the energy in the third record?

-90014.3845 eV

> What is the energy in the first record?

-2062.0937 eV